# 1
The following is a DFT calculation (ωB97M-V/def2-TZVPD) of a cluster of 2 separate species, C3H8P2 in total at a distorted geometry.

energy: -21811.83952 eV
highest occupied orbital energy (alpha / beta): -9.40 / -7.96 eV
HOMO-LUMO gap (alpha / beta): 8.66 / 7.47 eV
net charge: 0
energy relative to the best compared isomer or geometry (same formula, charge and spin): 113.6 kcal per mole

Geometry as XYZ:
```
13
Properties=species:S:1:pos:R:3:forces:R:3:lowdin_charge:R:1
C -1.626151 -0.138542 -0.068789 2.3 0.8 -1.6 -0.930
C 2.277536 -0.217169 0.774060 -1.8 -0.3 0.7 -0.165
C 1.103631 -0.419922 -0.166201 0.9 -0.2 -2.0 -0.562
P -0.467845 -1.164147 0.408076 0.5 -0.2 0.4 0.843
P -3.267352 0.056449 0.249457 -3.2 0.1 -0.9 0.620
H -0.769651 1.172001 -1.710419 -0.5 -0.6 0.9 0.129
H 2.929282 -1.015698 0.631937 1.6 -1.1 0.0 0.042
H 2.638588 0.717812 0.413757 1.1 0.6 0.6 0.065
H 1.938764 -0.240691 1.806855 0.3 0.5 0.2 0.064
H 1.558998 -0.977494 -1.032911 -1.0 0.1 0.6 0.088
H 0.987467 0.574443 -0.561445 -1.2 0.2 -0.4 0.000
H -3.390779 1.437463 0.343111 0.3 0.6 0.5 -0.123
H -3.912490 0.215492 -1.087487 0.8 -0.6 1.0 -0.071
```
Positions in Å, forces in eV/Å.


# 2
The following is a DFT calculation (ωB97M-V/def2-TZVPD) of a structure of composition C4H5NO3 at a distorted geometry.

energy: -11859.10814 eV
highest occupied orbital energy: -9.85 eV
HOMO-LUMO gap: 10.35 eV
net charge: 0
energy relative to the best compared isomer or geometry (same formula, charge and spin): 66.7 kcal per mole

Geometry as XYZ:
```
13
Properties=species:S:1:pos:R:3:forces:R:3:lowdin_charge:R:1
C 1.043314 -1.224976 -0.179129 0.5 -0.3 -1.8 -0.145
C -0.375336 -0.211063 0.690893 -2.0 1.2 -1.5 -0.477
C 1.073170 0.184951 0.131441 -1.4 0.3 1.4 -0.036
C -1.624265 0.462954 -0.040281 0.8 -0.3 2.5 -0.492
N -0.167969 -1.502134 0.044093 -0.5 -2.4 0.4 0.165
O -0.560806 -0.296523 2.038769 -3.8 -0.2 2.3 -0.013
O -2.753857 0.460611 0.348227 -0.5 -0.6 0.3 0.123
O -1.187586 1.122541 -1.054046 0.1 1.5 -3.9 0.126
H 1.841007 -1.740438 -0.683867 -0.1 -1.0 -0.1 0.113
H 1.768264 0.381611 0.882554 1.2 1.2 1.2 0.094
H 1.075932 0.797928 -0.751084 0.2 0.5 0.0 0.108
H -1.654318 -0.433410 2.385180 4.7 0.7 -2.3 0.252
H -1.865893 1.430012 -1.729852 0.7 -0.6 1.6 0.181
```
Positions in Å, forces in eV/Å.


# 3
The following is a DFT calculation (ωB97M-V/def2-TZVPD) of the ion C6H6N3 with charge +1 at a distorted geometry.

energy: -10774.88741 eV
highest occupied orbital energy: -14.53 eV
HOMO-LUMO gap: 8.44 eV
net charge: +1
SMILES: C1=[NH+]N=C2CN2[C@H]2CC=12
energy relative to the best compared isomer or geometry (same formula, charge and spin): 156.1 kcal per mole

Geometry as XYZ:
```
15
Properties=species:S:1:pos:R:3:forces:R:3:lowdin_charge:R:1
C 0.351008 1.527300 0.034679 0.3 2.2 0.9 -0.125
C 1.595974 1.444104 0.031754 0.7 -1.5 0.2 0.118
C 1.097169 -1.222847 0.330052 2.1 2.2 0.1 -0.214
C -0.600882 0.393026 -0.170728 -0.1 0.8 1.5 -0.112
C -0.987229 1.728981 0.478534 -2.0 0.8 1.7 0.040
C -0.076514 -1.998635 0.095696 1.6 -3.7 -0.1 0.004
N -0.157873 -0.699271 0.599652 -1.5 1.9 1.4 0.063
N 2.267679 -0.822764 0.065763 -0.4 -0.9 0.4 0.196
N 2.572095 0.600619 0.086460 1.4 1.3 -2.2 0.065
H -0.803820 0.210351 -1.147650 -1.2 -0.6 -2.8 0.141
H -1.320586 1.818728 1.578894 1.2 -0.6 -1.6 0.170
H -1.571855 2.534138 -0.063560 0.7 -1.5 -0.1 0.165
H -0.057836 -2.249328 -0.929338 -1.0 0.1 -1.5 0.134
H -0.194186 -2.889858 0.707793 -0.7 0.5 0.4 0.147
H 3.346624 0.817824 -0.623926 -1.0 -0.9 1.7 0.209
```
Positions in Å, forces in eV/Å.